No. 1
The following is a quantum chemistry calculation of a molecular structure, C15H35N5O5, from OMol25.

Element x y z (Å)
C  5.44  -2.97  1.38
C  4.80  -1.93  2.29
O  5.45  -1.07  2.79
N  3.52  -2.07  2.53
C  2.66  -1.22  3.26
H  4.72  -3.77  1.20
H  6.27  -3.37  1.96
H  5.91  -2.45  0.54
H  3.09  -2.88  2.11
H  1.71  -1.43  2.77
H  2.82  -0.14  3.35
H  2.69  -1.79  4.19
C  -4.68  1.28  -1.38
C  -3.46  2.08  -1.13
O  -2.62  2.13  -1.98
N  -3.14  2.60  0.05
C  -1.86  3.22  0.43
H  -5.26  1.65  -2.23
H  -5.21  1.42  -0.44
H  -4.42  0.22  -1.34
H  -3.94  2.88  0.61
H  -1.51  2.71  1.33
H  -2.10  4.28  0.57
H  -1.05  3.03  -0.27
C  3.78  -0.12  1.27
C  3.67  0.55  -0.04
O  4.60  0.46  -0.78
N  2.62  1.35  -0.23
C  2.42  2.19  -1.36
H  3.33  0.47  2.07
H  4.83  -0.29  1.48
H  3.34  -1.12  1.20
H  1.91  1.36  0.49
H  2.92  3.12  -1.11
H  1.35  2.34  -1.46
H  2.81  1.66  -2.24
C  -2.95  -0.73  -3.03
C  -2.89  -1.78  -1.87
O  -1.89  -2.35  -1.73
N  -3.90  -1.99  -1.00
C  -5.14  -1.30  -0.86
H  -2.08  -0.88  -3.67
H  -3.07  0.29  -2.68
H  -3.75  -0.93  -3.74
H  -3.64  -2.67  -0.29
H  -5.95  -2.02  -0.75
H  -5.35  -0.65  -1.72
H  -5.19  -0.74  0.07
C  1.09  -0.51  0.67
C  0.35  0.85  0.59
O  0.90  1.84  1.06
N  -0.76  0.94  -0.18
C  -1.41  -0.06  -1.04
H  0.42  -1.35  0.49
H  1.45  -0.53  1.69
H  1.93  -0.68  0.00
H  -1.21  1.85  -0.20
H  -0.55  -0.58  -1.46
H  -1.93  0.39  -1.89
H  -1.91  -0.78  -0.38

***

No. 2
The following is a quantum chemistry calculation of C6H6 in the gas phase, from OMol25.

Element x y z (Å)
C  -1.49  0.64  0.28
C  -0.77  -0.70  0.07
C  0.59  -0.51  -0.48
C  1.40  -0.02  -1.32
C  2.61  0.85  -0.80
C  2.08  0.07  0.16
H  -2.52  0.47  0.60
H  -0.98  1.24  1.03
H  -1.50  1.20  -0.66
H  -1.32  -1.32  -0.64
H  -0.72  -1.27  1.01
H  2.63  -0.66  0.76

***

No. 3
The following is a quantum chemistry calculation of C4H6O in the gas phase, from OMol25.

Element x y z (Å)
O  0.05  1.07  -1.27
C  0.08  1.39  -0.09
C  0.40  0.43  1.01
C  0.43  -1.03  0.66
H  -0.42  2.33  0.23
H  -0.34  0.62  1.81
H  1.37  0.76  1.43
H  1.14  -1.62  1.25
C  0.00  -1.51  -0.51
H  0.55  -2.30  -1.03
H  -1.10  -1.38  -0.87

Properties
SMILES	C=CCC=O

***

No. 4
The following is a quantum chemistry calculation of a molecular structure, C41H67AsFN2O4PPbSi2, from OMol25.

Element x y z (Å)
Pb  -0.13  -0.84  -0.45
C  0.53  -4.67  -1.87
C  1.06  -4.02  -3.15
C  0.56  -4.78  -4.38
C  0.66  -2.57  -3.20
C  -0.68  -2.20  -3.28
C  -1.07  -0.86  -3.35
C  -2.49  -0.55  -3.77
C  -2.54  -0.52  -5.30
C  -3.52  -1.56  -3.28
C  -0.10  0.16  -3.19
C  1.27  -0.20  -3.15
C  1.60  -1.56  -3.19
C  2.48  0.70  -3.02
C  3.12  0.44  -1.65
C  2.32  2.20  -3.25
C  -0.56  1.57  -3.28
C  -0.46  2.14  -4.55
C  -0.91  3.42  -4.81
C  -1.53  4.14  -3.81
C  -1.65  3.59  -2.55
C  -1.15  2.32  -2.24
P  -1.26  1.74  -0.48
C  -3.11  1.81  0.04
C  -3.28  1.03  1.34
C  -3.87  1.07  -1.06
C  -3.73  3.19  0.23
C  -0.27  3.01  0.58
C  -0.42  4.47  0.17
C  1.21  2.64  0.47
C  -0.68  2.83  2.05
H  0.84  -5.71  -1.83
H  -0.56  -4.64  -1.84
H  0.91  -4.16  -0.98
H  2.15  -4.07  -3.15
H  -0.53  -4.85  -4.39
H  0.96  -5.79  -4.38
H  0.88  -4.28  -5.29
H  -1.42  -2.97  -3.41
H  -2.74  0.45  -3.41
H  -2.24  -1.48  -5.71
H  -1.89  0.25  -5.71
H  -3.56  -0.31  -5.63
H  -3.49  -2.46  -3.89
H  -4.52  -1.15  -3.37
H  -3.35  -1.84  -2.24
H  2.65  -1.83  -3.22
H  3.19  0.35  -3.78
H  2.40  0.61  -0.85
H  3.96  1.10  -1.49
H  3.47  -0.58  -1.57
H  1.56  2.65  -2.63
H  2.09  2.41  -4.29
H  3.28  2.68  -3.03
H  0.01  1.57  -5.33
H  -0.80  3.84  -5.80
H  -1.93  5.13  -4.01
H  -2.14  4.15  -1.78
H  -2.75  0.07  1.31
H  -4.34  0.84  1.49
H  -2.94  1.60  2.20
H  -3.47  0.07  -1.19
H  -3.83  1.60  -2.00
H  -4.92  0.98  -0.78
H  -3.21  3.78  0.97
H  -4.74  3.04  0.61
H  -3.82  3.75  -0.69
H  -0.03  4.65  -0.83
H  0.16  5.07  0.86
H  -1.45  4.82  0.21
H  1.56  2.73  -0.55
H  1.39  1.64  0.84
H  1.79  3.33  1.08
H  -1.64  3.27  2.27
H  0.05  3.34  2.67
H  -0.67  1.77  2.32
C  -5.12  -2.03  0.88
Si  -3.80  -3.33  1.31
C  -4.34  -4.35  2.82
C  -3.33  -4.36  -0.23
As  -1.41  -2.61  1.45
Si  -0.33  -4.47  2.79
C  -1.21  -4.46  4.48
C  -0.55  -6.07  1.79
C  1.49  -3.92  2.88
H  -6.09  -2.52  0.86
H  -4.97  -1.58  -0.10
H  -5.17  -1.25  1.62
H  -5.30  -4.82  2.63
H  -4.45  -3.73  3.70
H  -3.63  -5.14  3.05
H  -4.09  -5.05  -0.55
H  -2.42  -4.93  -0.02
H  -3.11  -3.70  -1.07
H  -1.71  -5.41  4.69
H  -1.95  -3.66  4.55
H  -0.49  -4.29  5.28
H  -1.59  -6.37  1.68
H  -0.05  -6.89  2.31
H  -0.11  -6.00  0.80
H  1.68  -3.39  3.81
H  1.79  -3.29  2.05
H  2.14  -4.80  2.89
F  -2.72  1.87  6.71
C  -1.92  0.82  6.52
C  -1.00  0.84  5.54
N  -0.19  -0.23  5.28
C  0.72  -0.23  4.18
C  0.11  -0.72  2.87
O  0.67  -0.40  1.82
O  -0.92  -1.47  2.96
C  -0.24  -1.38  6.06
O  0.48  -2.32  5.82
N  -1.17  -1.36  7.05
C  -2.09  -0.36  7.38
O  -2.90  -0.52  8.25
H  -0.88  1.71  4.91
H  1.52  -0.95  4.42
H  1.17  0.75  4.03
H  -1.22  -2.20  7.62

Properties
charge	+2

***

Calculated frontier orbital gap (eV), listed in the same order as above: 7.945; 8.488; 9.617; 7.385